The following is a quantum chemistry calculation of one molecule with the formula C7H12O2, from OMol25.

Last column: natural (NBO) charge in e.
CARTESIAN COORDINATES (ANGSTROEM)
H  1.15  1.73  0.95  0.24
H  1.63  -0.40  -1.21  0.22
H  -0.65  -1.26  -1.68  0.20
O  -0.08  -1.10  1.61  -0.75
C  -0.70  -1.65  -0.67  -0.63
H  -2.06  2.17  -0.76  0.22
C  -0.71  0.87  0.28  0.13
C  2.47  -0.62  0.71  -0.19
C  1.43  -0.37  -0.15  -0.35
C  0.65  1.34  0.08  -0.15
H  -1.05  0.35  2.06  0.50
H  0.96  1.77  -0.87  0.22
H  -1.74  -1.82  -0.39  0.23
H  -0.17  -2.60  -0.63  0.23
H  3.50  -0.63  0.38  0.20
C  -1.71  1.13  -0.83  -0.62
C  -0.05  -0.73  0.38  0.37
H  -2.58  0.48  -0.72  0.23
O  -1.26  1.15  1.53  -0.73
H  -1.28  0.98  -1.82  0.20
H  2.24  -0.79  1.75  0.23

Output
LUMO energy (spin up / spin down), hartree: -0.048 / -0.048
Energy above the lowest of the compared OMol25 structures with the same formula, charge and spin, kcal per mole: 94.5
Charge: 0
Orbital gap (spin up / spin down), Eh: 0.2555 / 0.2551
HOMO level (spin up / spin down), eV: -8.26 / -8.26

***

The following is a quantum chemistry calculation of C27H52MnN3O2P2 as an isolated structure in a non-equilibrium geometry, from OMol25.

Last column: Mulliken spin population.
CARTESIAN COORDINATES (ANGSTROEM)
C  1.76  -0.66  5.14  0.00
H  0.86  -4.78  -2.58  0.00
H  0.51  1.74  -4.55  0.00
C  -2.47  -2.63  0.69  0.03
H  -2.26  -5.02  -1.84  0.00
H  1.59  0.32  0.83  -0.01
H  1.67  -0.19  7.26  0.00
C  -0.93  -2.86  -3.27  0.02
C  -0.51  1.84  -4.14  0.03
C  1.39  3.37  -0.61  -0.01
H  3.40  0.80  6.41  0.00
Mn  -0.57  -0.10  -1.27  3.99
C  -1.75  3.21  -1.94  -0.04
C  -2.15  -0.13  -2.29  -0.07
H  -3.44  -4.90  -0.52  0.00
C  -1.62  0.58  1.52  0.11
H  1.56  -2.75  -1.31  0.00
H  -1.42  4.55  -3.66  0.00
H  -1.07  3.57  0.12  0.00
H  0.18  0.21  6.38  0.00
H  -1.72  -5.14  -0.13  0.00
H  -1.61  -2.89  1.33  0.00
H  -0.29  1.47  4.52  0.00
H  -2.39  2.39  -0.01  -0.01
H  1.15  2.60  0.14  0.01
C  -2.29  -3.11  -0.74  -0.04
N  -1.35  -0.44  -3.58  0.05
H  0.09  -4.01  1.08  0.00
H  -2.64  -1.93  -4.28  0.00
H  -2.39  0.91  -4.81  0.00
O  3.01  1.66  2.74  0.00
H  0.66  -0.30  -2.03  -0.10
C  -1.35  0.65  -4.60  0.01
C  0.86  -4.77  -1.48  0.01
H  0.08  -3.10  -3.66  0.00
H  -2.72  4.12  -0.23  0.00
N  -0.51  0.32  0.80  -0.11
H  1.82  -3.65  0.91  0.00
C  -1.57  -1.79  -4.15  0.02
H  0.77  4.26  -0.43  0.00
H  4.97  0.35  3.81  0.00
H  2.59  -1.36  5.32  0.00
H  -2.64  2.72  -2.38  0.01
C  1.26  2.85  -2.05  0.02
H  2.44  3.67  -0.44  0.00
H  -3.37  -3.09  1.13  0.00
C  0.72  -3.35  -0.92  0.02
C  -0.38  1.12  3.50  0.01
C  -2.41  -4.63  -0.83  0.00
N  2.34  0.61  4.68  0.00
H  1.10  -1.08  4.36  0.00
H  1.82  -5.17  -1.14  0.00
H  -3.10  -2.67  -1.35  0.01
H  -1.13  -1.80  -5.15  0.00
H  0.56  -1.48  6.74  0.00
C  3.60  0.98  5.35  0.00
H  5.68  0.56  5.44  0.00
H  -1.54  -3.77  -3.32  0.00
H  1.98  2.02  -2.17  0.00
H  4.67  -0.87  5.10  0.00
C  -1.60  0.96  2.86  0.00
H  0.07  -5.44  -1.11  0.00
H  -2.60  -1.54  0.75  -0.01
C  1.62  3.93  -3.08  0.00
H  -0.33  -0.48  -3.21  0.01
C  0.78  0.81  2.79  0.00
P  -0.74  -2.36  -1.50  -0.12
H  -0.83  5.20  -2.09  0.00
H  -0.95  2.76  -4.56  0.00
C  0.69  0.48  1.43  0.17
C  -1.99  3.32  -0.43  0.03
H  3.76  2.06  5.17  0.00
H  1.59  3.54  -4.11  0.00
H  -0.95  0.23  -5.53  0.00
C  0.81  -3.32  0.61  0.00
C  1.00  -0.51  6.46  0.00
C  2.15  1.05  3.39  0.00
H  2.64  4.26  -2.88  0.00
P  -0.37  1.98  -2.30  -0.15
O  -3.37  -0.04  -2.30  0.05
H  0.67  -2.31  1.02  0.01
H  -2.55  1.14  3.37  0.00
H  -2.57  5.12  -2.44  0.00
H  -2.57  0.50  1.00  0.03
C  -1.61  4.59  -2.58  0.00
H  0.96  4.81  -3.01  0.00
C  4.80  0.19  4.88  0.00

Output
Spin multiplicity: 5
LUMO energy (spin up / spin down), hartree: -0.211 / -0.264
Expectation value of S²: 6.0660
Charge: +2
Orbital gap (spin up / spin down), Eh: 0.2900 / 0.2373
HOMO level (spin up / spin down), eV: -13.63 / -13.63

***

The following is a quantum chemistry calculation of a 2-piece molecular cluster, C5H14S overall in a non-equilibrium geometry, from OMol25.

Last column: natural (NBO) charge in e.
CARTESIAN COORDINATES (ANGSTROEM)
H  -1.79  -0.93  -3.10  0.20
S  -1.75  1.25  -2.51  0.10
C  1.26  -1.57  1.71  -0.85
H  0.65  -2.35  3.47  0.19
H  0.32  -1.65  1.16  0.20
H  1.90  -0.89  1.14  0.19
C  -0.94  -0.37  -2.70  -1.07
C  1.05  -1.36  3.21  -0.48
H  0.42  1.73  -1.47  0.22
H  3.10  -0.81  3.23  0.20
H  -0.49  -0.80  -1.80  0.20
H  2.76  -1.99  4.45  0.19
H  -0.95  2.08  -0.38  0.20
H  1.72  -2.53  1.42  0.18
H  -0.53  3.14  -1.77  0.20
C  2.34  -1.11  3.95  -0.63
H  2.32  -0.35  4.73  0.20
C  -0.60  2.10  -1.41  -0.85
H  -0.07  -0.32  -3.35  0.19
H  0.27  -0.60  3.31  0.20

Output
Spin multiplicity: 2
LUMO energy (spin up / spin down), hartree: 0.127 / 0.133
Expectation value of S²: 0.7503
Energy above the lowest of the compared OMol25 structures with the same formula, charge and spin, kcal per mole: 14.3
Charge: -1
Orbital gap (spin up / spin down), Eh: 0.0804 / 0.3189
HOMO level (spin up / spin down), eV: 1.27 / -5.06

***

The following is a quantum chemistry calculation of C47H39AsClIN3OPTi as an isolated structure, from OMol25.

Last column: Mulliken spin population.
CARTESIAN COORDINATES (ANGSTROEM)
P  1.18  0.81  1.28  0.00
H  2.14  0.61  -4.72  0.00
H  3.45  -0.51  -2.96  0.00
C  1.83  -2.25  4.71  0.00
C  3.52  0.57  -3.08  0.00
H  -0.48  -1.39  2.42  -0.01
H  -5.25  0.37  -0.54  0.00
I  -1.44  2.76  4.46  0.00
H  3.43  0.26  3.10  0.00
Ti  -2.01  -0.60  0.74  0.86
C  2.64  -0.45  3.33  0.00
C  -3.01  4.59  0.84  0.00
H  2.32  3.06  -5.04  0.00
H  -0.39  0.44  -3.32  0.00
C  0.59  -0.24  -0.13  0.12
C  3.71  -0.10  0.17  0.00
C  5.78  -3.64  -1.69  0.00
H  2.73  1.78  -0.22  0.00
C  -0.07  -0.14  -2.47  0.02
C  4.37  1.31  -2.26  0.00
C  3.73  3.31  -3.45  0.00
H  6.61  -0.27  -3.37  0.00
H  -0.02  -2.00  -3.54  0.00
C  0.59  -2.24  -1.50  0.02
H  -3.79  2.57  -3.27  0.00
H  -6.19  3.89  2.32  0.00
H  -0.14  -2.96  4.23  0.00
C  -2.57  4.37  2.12  0.00
H  3.74  -1.32  4.95  0.00
C  -3.04  3.53  -0.10  0.00
H  4.96  -2.48  -0.09  0.00
H  -6.05  2.35  0.40  0.00
C  6.71  -2.40  -3.52  0.00
H  -6.15  -0.84  0.37  0.00
H  -4.56  -0.73  2.98  -0.02
H  5.13  3.27  -1.82  0.00
H  5.56  -4.58  -1.21  0.00
C  0.14  0.48  -1.25  -0.02
C  2.79  1.19  -4.08  0.00
C  -2.85  -4.44  -0.51  0.03
C  -3.04  -3.12  -0.12  -0.01
H  6.67  -4.54  -3.42  0.00
C  -2.16  3.09  2.54  0.00
H  -5.05  -2.57  -0.72  0.00
H  -0.23  -3.71  1.35  0.00
H  3.43  1.68  1.37  0.00
C  2.89  1.09  0.62  0.00
C  -4.91  0.29  2.83  0.01
H  -3.53  -5.03  -1.11  0.00
H  -1.18  -5.82  -0.01  0.00
C  -5.83  2.88  2.47  0.00
H  -2.55  5.20  2.82  0.00
H  -3.80  4.59  -1.83  0.00
C  5.74  -1.22  -1.65  0.00
C  -1.64  -4.85  0.06  -0.01
N  -4.07  -1.10  0.40  0.02
C  -3.03  1.30  -1.71  0.05
C  5.45  -2.45  -1.06  0.00
C  0.82  -1.61  -0.29  -0.09
C  2.82  -1.34  4.39  0.00
C  0.14  -1.51  -2.59  0.00
H  4.00  -0.73  1.01  0.00
C  6.38  -1.21  -2.89  0.00
H  0.77  -3.31  -1.60  0.00
C  -2.63  2.27  0.34  0.04
C  -1.14  -3.76  0.76  0.03
C  6.41  -3.62  -2.92  0.00
H  3.82  4.38  -3.60  0.00
C  -5.29  0.71  1.56  0.01
H  1.98  -2.95  5.53  0.00
O  -1.83  0.77  1.96  -0.03
C  -5.44  2.46  3.73  0.00
C  4.47  2.68  -2.45  0.00
C  1.47  -0.45  2.59  -0.01
N  -2.62  1.17  -0.47  -0.07
C  -3.46  2.52  -2.24  0.00
H  7.21  -2.38  -4.49  0.00
C  -5.25  -0.22  0.38  0.01
C  0.65  -2.26  3.98  0.01
Cl  -3.53  6.17  0.37  0.00
C  -2.20  2.04  1.66  -0.04
C  -4.15  -2.25  -0.20  0.03
C  -3.47  3.63  -1.44  0.01
C  2.89  2.57  -4.26  0.00
C  -4.98  1.16  3.91  0.01
N  -1.96  -2.69  0.66  0.00
H  -5.49  3.13  4.57  0.00
H  -3.01  0.40  -2.33  -0.01
H  -4.68  0.82  4.89  0.00
C  -5.75  2.01  1.39  0.00
H  0.00  1.55  -1.16  0.00
C  0.47  -1.37  2.94  0.04
H  1.22  -2.18  0.54  0.00
As  5.35  0.48  -0.78  0.00
H  3.16  -0.72  -0.55  0.00

Output
Spin multiplicity: 2
LUMO energy (spin up / spin down), hartree: -0.130 / -0.131
Expectation value of S²: 0.7556
Energy above the lowest of the compared OMol25 structures with the same formula, charge and spin, kcal per mole: 23.3
Charge: +1
Orbital gap (spin up / spin down), Eh: 0.2480 / 0.2464
HOMO level (spin up / spin down), eV: -10.28 / -10.28

***

The following is a quantum chemistry calculation of one molecule with the formula C25H26N4O4 in a non-equilibrium geometry, from OMol25.

Last column: natural (NBO) charge in e.
CARTESIAN COORDINATES (ANGSTROEM)
C  7.35  1.07  0.60  -0.66
O  5.58  1.10  -1.05  -0.27
C  2.75  -2.24  0.28  0.65
C  0.50  0.68  -0.90  -0.11
H  7.61  0.54  1.52  0.23
O  3.37  -2.50  1.29  -0.59
H  -2.33  1.50  -1.16  0.22
C  -2.69  2.68  0.65  -0.41
H  0.85  -2.89  1.98  0.25
C  1.29  1.70  1.14  -0.22
H  1.90  2.44  1.66  0.22
C  -4.19  0.96  -0.14  -0.07
C  -2.98  -2.62  -0.44  -0.31
H  5.44  -1.22  1.22  0.26
H  1.87  2.33  -0.81  0.22
N  -1.59  -2.31  -0.11  -0.47
H  -2.20  3.64  0.45  0.21
C  -3.99  2.84  1.43  -0.40
H  -1.98  2.05  1.20  0.20
C  -3.15  1.98  -0.62  -0.40
C  1.39  -2.72  -0.03  -0.26
H  -3.82  3.02  2.49  0.21
H  0.49  0.90  2.97  0.22
H  -3.42  -3.12  0.43  0.26
H  7.23  2.13  0.82  0.23
N  -3.61  -0.34  0.06  -0.61
H  -2.94  -0.43  0.81  0.39
H  -0.39  -0.30  -4.02  0.22
H  -3.62  2.70  -1.29  0.21
H  -4.98  0.81  -0.89  0.24
H  -3.04  -3.31  -1.29  0.22
C  4.28  -0.53  -0.56  0.31
N  4.45  0.45  -1.42  -0.19
C  -0.32  -0.29  -2.94  -0.22
H  -0.86  -0.81  1.86  0.22
C  -0.95  -1.28  -0.84  0.18
C  -0.25  -0.14  1.27  -0.24
C  5.32  -0.54  0.41  -0.38
C  1.28  1.65  -0.22  -0.16
C  0.51  -2.90  0.95  -0.21
H  1.11  -2.78  -1.07  0.22
H  -5.82  1.69  1.14  0.22
O  -4.52  -1.33  -1.75  -0.62
H  -4.55  0.82  1.99  0.20
H  1.02  1.36  -2.87  0.22
C  -4.74  1.53  1.18  -0.41
H  -1.58  -2.01  -2.73  0.23
O  -1.55  -4.01  1.37  -0.58
C  -1.02  -1.26  -2.21  -0.24
C  0.45  0.64  -2.31  -0.15
C  -0.25  -0.26  -0.14  0.00
H  -4.55  3.68  1.03  0.20
H  8.17  0.97  -0.11  0.24
C  -3.78  -1.37  -0.79  0.67
C  -0.95  -3.15  0.76  0.64
N  3.20  -1.37  -0.68  -0.61
H  2.60  -1.16  -1.47  0.42
C  6.10  0.52  0.04  0.34
C  0.50  0.82  1.89  -0.19

Output
LUMO energy, hartree: -0.006
Energy above the lowest of the compared OMol25 structures with the same formula, charge and spin, kcal per mole: 48.4
Charge: 0
Structure (SMILES): Cc1cc(NC(=O)/C=C/C(=O)N(CC(=O)NC2CCCC2)c2cccc3ccccc23)no1
Orbital gap, Eh: 0.3114
HOMO level, eV: -8.63

***

The following is a quantum chemistry calculation of a 2-piece molecular cluster, C33H35BN2O6 overall in a non-equilibrium geometry, from OMol25.

Last column: Mulliken charge in e.
CARTESIAN COORDINATES (ANGSTROEM)
C  -0.85  3.54  2.25  -0.13
H  -2.33  5.57  2.19  0.36
H  -3.75  0.58  -0.84  0.61
H  -0.18  -6.81  1.61  0.30
C  -1.27  -1.82  -5.55  0.38
H  -1.10  -0.08  -6.85  0.44
H  3.21  -1.06  -1.15  0.32
C  -0.72  -1.07  -6.62  -0.27
C  -1.28  1.19  2.67  -0.84
H  1.67  -3.26  -7.68  0.35
N  -2.31  -1.24  -4.80  0.03
C  -3.24  -0.34  -2.73  -0.66
C  0.84  -2.86  -7.09  -0.40
H  -0.75  -6.20  3.16  0.31
H  -2.20  -1.06  1.49  0.48
C  -2.06  -0.73  -0.66  -0.36
H  2.86  -1.18  5.17  0.32
O  2.97  -3.52  1.05  -0.47
N  -0.44  4.83  2.66  0.19
H  1.18  -1.14  5.75  0.32
H  -1.22  -3.73  -4.56  0.53
C  0.34  -1.58  -7.37  -0.73
C  -3.20  -0.35  -5.53  -1.55
O  2.56  -2.94  3.33  -0.44
H  4.62  -1.68  -0.24  0.31
C  -1.41  -1.94  -2.64  -0.49
C  -1.28  5.91  2.19  -1.46
C  -1.30  3.38  0.93  -0.71
H  -0.74  -2.66  -3.08  0.30
C  3.62  -1.94  -0.62  -1.21
H  3.66  3.62  4.28  0.35
H  0.76  -0.98  -8.19  0.36
H  -1.65  -5.77  1.66  0.31
C  -1.32  -1.74  -1.27  -1.19
H  -0.65  -2.37  -0.68  0.48
C  1.49  -2.39  4.06  0.87
H  -1.28  0.33  3.34  0.41
O  -0.13  -3.73  1.22  -0.39
O  0.35  -2.41  3.65  -0.51
H  0.67  -4.62  -5.84  0.37
C  1.34  6.45  2.96  -0.53
C  -3.09  -0.11  -1.37  -0.76
C  -0.87  2.44  3.13  -0.42
H  -1.97  1.99  -0.58  0.45
H  3.73  -2.77  -1.31  0.35
H  -0.55  2.56  4.17  0.62
H  -4.25  -0.50  -5.24  0.35
H  0.71  7.26  2.59  0.27
H  1.32  3.13  3.80  0.36
C  1.68  4.14  3.63  -0.42
H  -0.65  -0.67  0.79  0.06
C  -1.69  -0.40  0.77  -0.19
C  -2.35  -1.21  -3.41  1.90
H  -1.18  6.78  2.85  0.44
H  3.11  7.71  2.94  0.34
H  -2.95  0.71  -5.35  0.43
C  3.54  5.69  3.62  -0.46
B  2.33  -3.79  2.27  0.96
H  -3.12  -0.56  -6.60  0.53
O  1.81  -1.56  0.91  -0.53
C  -0.78  -3.12  -5.33  -0.30
C  -1.67  2.13  0.46  -0.62
C  -0.65  -5.94  2.10  -1.20
C  2.70  6.71  3.15  -0.70
H  -4.04  0.16  -3.25  0.27
C  0.83  5.13  3.12  1.26
C  3.03  4.42  3.88  -0.70
H  -1.28  4.23  0.25  0.27
C  2.71  -2.27  0.51  0.85
H  -1.00  6.21  1.17  0.45
C  1.97  -1.78  5.33  -1.16
O  1.47  -4.89  2.42  -0.44
C  -1.63  1.02  1.31  0.59
C  0.19  -4.73  1.85  0.78
H  2.21  -2.58  6.04  0.30
C  0.28  -3.62  -6.07  -0.68
H  4.60  5.88  3.78  0.34

Output
LUMO energy, hartree: 0.013
Energy above the lowest of the compared OMol25 structures with the same formula, charge and spin, kcal per mole: 0.0
Charge: 0
Structure (SMILES): CN(c1ccccc1)c1ccc(Cc2ccc(N(C)c3ccccc3)cc2)cc1.CC(=O)OB(OC(C)=O)OC(C)=O
Orbital gap, Eh: 0.2730
HOMO level, eV: -7.06

***

The following is a quantum chemistry calculation of a 2-piece molecular cluster, C6H17NO overall in a non-equilibrium geometry, from OMol25.

Last column: natural (NBO) charge in e.
CARTESIAN COORDINATES (ANGSTROEM)
H  -1.71  2.92  -0.80  0.20
H  0.76  2.45  -0.90  0.20
H  -2.26  -0.08  0.78  0.48
H  -0.03  1.79  0.45  0.19
C  0.29  -0.16  2.22  -0.43
H  2.45  -1.84  -1.31  0.22
C  0.04  1.68  -0.60  -0.40
H  -0.36  0.69  2.30  0.19
C  0.55  0.26  -0.98  -0.41
O  -2.78  -0.39  0.02  -0.93
C  1.09  -0.70  -0.04  -0.05
H  -0.35  -0.21  -1.41  0.21
H  0.09  -0.60  3.22  0.20
H  -2.24  -1.12  -0.26  0.47
H  1.74  -2.67  0.18  0.21
H  -1.07  2.18  -2.28  0.19
H  0.77  -2.56  -1.36  0.20
C  -1.32  2.04  -1.18  -0.63
H  1.99  -0.27  0.53  0.17
H  0.04  -1.90  1.39  0.36
H  1.46  0.01  2.33  0.18
H  1.35  0.27  -1.77  0.20
H  -2.05  1.14  -0.95  0.25
C  1.56  -2.02  -0.58  -0.60
N  -0.03  -0.90  1.02  -0.67

Output
LUMO energy, hartree: 0.032
Energy above the lowest of the compared OMol25 structures with the same formula, charge and spin, kcal per mole: 54.4
Charge: 0
Structure (SMILES): CCC[C@H](C)NC.O
Orbital gap, Eh: 0.3866
HOMO level, eV: -9.64